(1)
DFT (ωB97M-V with the def2-TZVPD basis set) results for C4H8B3F12OSn as an isolated structure.

## Properties
LUMO level (eV): -6.20
Kohn-Sham gap (Eh): 0.0908

The geometry in ORCA input format:
```
! RIJCOSX wB97M-V def2-TZVPD def2/J DEFGRID3
* xyz -1 1
Sn -1.88750 0.81930 -0.36840
B -4.12648 -4.54134 -0.74504
F -3.06487 -4.08480 -1.43914
F -3.73608 -5.42914 0.21452
F -4.77439 -3.46468 -0.18742
F -4.98397 -5.13634 -1.57215
B -1.76922 6.57171 -0.36755
F -2.45350 5.81566 0.60352
F -0.72789 5.82921 -0.78378
F -2.75731 6.76835 -1.31625
F -1.38647 7.74246 0.22686
B -4.98035 1.57108 -5.48043
F -4.08753 2.44355 -4.83458
F -5.02227 1.83597 -6.77401
F -4.62775 0.30222 -5.10326
F -6.22892 1.84552 -4.93226
C 4.86746 -2.42289 2.42781
C 5.35087 -0.96441 2.44067
C 4.09357 -0.16571 2.74996
O 3.08135 -0.86536 2.13660
C 3.37204 -2.29950 2.32196
H 5.02732 -2.90674 3.39137
H 5.32497 -3.03456 1.65023
H 5.66773 -0.67639 1.43830
H 6.02091 -0.61817 3.22759
H 4.09125 0.89890 2.51616
H 3.78943 -0.15226 3.79658
H 3.06932 -3.01074 1.55347
H 2.85837 -2.67081 3.20873
*
```

***

(2)
DFT (ωB97M-V with the def2-TZVPD basis set) results for one molecule with the formula C6H9FO2.

## Properties
Energy above the lowest of the compared OMol25 structures with the same formula, charge and spin (kcal/mol): 106.9
LUMO level (spin up / spin down) (eV): 0.12 / 0.56
Kohn-Sham gap (spin up / spin down) (Eh): 0.2935 / 0.2902

The geometry in ORCA input format:
```
! RIJCOSX wB97M-V def2-TZVPD def2/J DEFGRID3
* xyz 0 1
C 0.00880 0.61809 -1.08976
C -0.99145 1.56385 -1.10593
C 1.63640 -0.05848 0.30132
C -0.25455 -0.72060 -1.56566
C 0.61369 -0.86791 0.98267
C -0.26698 -0.20388 2.07271
O 1.19989 0.94684 -0.58121
O -1.50856 -1.15471 -1.79366
F 0.89623 -2.19692 1.01813
H -0.90098 2.48157 -0.52983
H -1.85447 1.49424 -1.71761
H 2.18345 0.56366 1.00721
H 2.40893 -0.64695 -0.14545
H 0.50441 -1.48477 -1.98653
H -1.15057 0.19530 1.54265
H 0.18432 0.62321 2.39690
H -0.73888 -0.80100 2.85866
H -1.96969 -0.35154 -1.66462
*
```

***

(3)
DFT (ωB97M-V with the def2-TZVPD basis set) results for a 2-piece molecular cluster, C2H6NOPS overall.

## Properties
Energy above the lowest of the compared OMol25 structures with the same formula, charge and spin (kcal/mol): 103.8
LUMO level (spin up / spin down) (eV): 0.07 / -0.75
Kohn-Sham gap (spin up / spin down) (Eh): 0.2820 / 0.2861

The geometry in ORCA input format:
```
! RIJCOSX wB97M-V def2-TZVPD def2/J DEFGRID3
* xyz 0 1
C 3.21671 -0.30781 -0.07276
C -2.21326 -1.38252 -0.55141
N 2.33067 -1.16232 -0.26150
O 1.02947 -0.73198 -0.21653
P 0.14374 0.37713 0.52596
S 0.81933 2.19599 -0.39298
H 2.82754 0.71551 -0.02340
H 4.30513 -0.38723 -0.11973
H -2.33410 -2.13830 0.20435
H -2.46991 -0.33034 -0.62082
H -1.76902 -1.64019 -1.49412
H -0.28244 2.72637 0.16431
*
```

***

(4)
DFT (ωB97M-V with the def2-TZVPD basis set) results for one molecule with the formula C7H11N.

## Properties
Energy above the lowest of the compared OMol25 structures with the same formula, charge and spin (kcal/mol): 101.1
LUMO level (eV): 0.96
Kohn-Sham gap (Eh): 0.3412
SMILES: C=C=N[C@H]1CC1(C)C

The geometry in ORCA input format:
```
! RIJCOSX wB97M-V def2-TZVPD def2/J DEFGRID3
* xyz 0 1
C -1.89432 1.89316 -0.41854
C -1.07905 1.41047 -1.30651
N -0.24551 0.89937 -2.03252
C 0.37993 -0.34519 -1.63714
C 1.72304 -0.40809 -1.02597
C 0.44862 -0.48276 -0.13592
C 0.37999 0.85846 0.61377
C -0.31809 -1.58126 0.44772
H -2.96651 2.04782 -0.44995
H -1.43048 2.66834 0.18561
H 0.19533 -1.28057 -2.15371
H 2.31502 -1.25621 -1.43170
H 2.21722 0.42978 -0.74842
H 0.55893 1.57026 -0.09863
H 1.16559 1.00940 1.37648
H -0.60119 0.96048 1.06026
H -0.10828 -2.53491 -0.01976
H -1.36080 -1.45706 0.44134
H 0.01175 -1.77254 1.46029
*
```

***

(5)
DFT (ωB97M-V with the def2-TZVPD basis set) results for C24H37Cl3N9NiSSi as an isolated structure.

## Properties
LUMO level (spin up / spin down) (eV): -2.29 / -2.74
Kohn-Sham gap (spin up / spin down) (Eh): 0.2848 / 0.2695

The geometry in ORCA input format:
```
! RIJCOSX wB97M-V def2-TZVPD def2/J DEFGRID3
* xyz 1 3
Ni -0.30455 -0.15301 -0.57253
C -3.65628 -1.15153 2.56951
N -3.55110 0.18799 2.01075
C -4.38333 1.18789 2.68036
C -2.50182 0.55536 1.23695
N -1.38724 -0.13869 1.13708
C -0.82755 -0.76487 2.29378
C -0.98994 -0.17918 3.51816
C -0.42048 -0.72011 4.68927
C 0.35822 -1.82899 4.60699
C 0.61098 -2.43461 3.35152
C 1.53341 -3.50793 3.28031
C 1.88767 -4.02902 2.07791
C 1.28416 -3.54223 0.90225
C 0.32445 -2.57154 0.92748
N -0.28709 -2.16988 -0.30677
C -0.51269 -3.08292 -1.22168
N -0.88855 -4.35718 -0.90550
C -1.46861 -4.65484 0.39788
C -0.25012 -5.49903 -1.56134
N -0.47338 -2.76792 -2.54623
C -1.22143 -3.50718 -3.56281
C 0.40477 -1.71491 -3.05430
C -0.00574 -1.93125 2.16794
N -2.63967 1.69701 0.51936
C -1.46940 2.46380 0.09642
C -3.90544 2.08592 -0.09069
H -4.70441 -1.45547 2.55719
H -3.28750 -1.18525 3.59600
H -3.07545 -1.85850 1.98524
H -4.31200 1.04605 3.76157
H -5.43200 1.09653 2.38967
H -4.03611 2.19085 2.44493
H -1.54854 0.75135 3.57765
H -0.57949 -0.22801 5.64196
H 0.83095 -2.24444 5.49005
H 1.98440 -3.86889 4.19931
H 2.64046 -4.80633 2.01296
H 1.60318 -3.93161 -0.06136
H -1.95067 -3.76988 0.81110
H -0.71919 -4.99456 1.11518
H -2.21831 -5.43855 0.27268
H 0.41691 -5.16320 -2.35123
H -0.98843 -6.18237 -1.98687
H 0.34581 -6.04623 -0.82630
H -1.97185 -4.13624 -3.09180
H -0.57008 -4.13527 -4.17504
H -1.72194 -2.79524 -4.22211
H 0.40811 -0.87354 -2.37662
H 0.01626 -1.35806 -4.00491
H 1.43506 -2.04485 -3.17140
H -0.62870 2.26274 0.75205
H -1.70069 3.52769 0.15396
H -1.19192 2.25000 -0.94225
H -4.64407 1.29767 0.04235
H -3.74587 2.24071 -1.16090
H -4.29234 3.01330 0.33466
C -2.37137 0.64966 -6.30878
C -2.87035 1.46785 -5.11084
C -2.77043 0.70738 -3.82505
N -1.86388 0.87749 -2.93213
N -1.97711 -0.00524 -1.86247
C -2.97815 -0.84131 -1.97928
N -3.30275 -1.74862 -1.02951
S -3.88553 -0.58763 -3.41897
H -2.47538 1.22396 -7.23035
H -2.94163 -0.27363 -6.42533
H -1.31752 0.39310 -6.18593
H -3.90302 1.77475 -5.27249
H -2.27222 2.36784 -4.99190
H -2.56790 -1.92876 -0.35121
H -3.89638 -2.52054 -1.27835
Cl 3.21364 -1.02054 -0.90884
Si 1.88848 0.37912 -0.08120
Cl 2.50301 2.19660 -0.87133
Cl 2.41941 0.47393 1.91423
*
```

***

(6)
DFT (ωB97M-V with the def2-TZVPD basis set) results for C15H20Br2NOP2Ti as an isolated structure.

## Properties
Energy above the lowest of the compared OMol25 structures with the same formula, charge and spin (kcal/mol): 0.0
LUMO level (spin up / spin down) (eV): -12.11 / -12.11
Kohn-Sham gap (spin up / spin down) (Eh): 0.2043 / 0.2043

The geometry in ORCA input format:
```
! RIJCOSX wB97M-V def2-TZVPD def2/J DEFGRID3
* xyz 3 1
Ti -0.26330 0.33730 -0.73011
C -0.00994 -0.45559 2.98620
P -0.58327 0.65528 1.69678
C -2.37835 0.82709 1.85615
C 0.14463 2.31144 1.95172
C -0.39492 3.34100 0.94965
P -0.34455 2.82808 -0.81296
C -1.18568 4.12351 -1.74370
C 1.42109 2.86387 -1.28684
H -0.43116 -1.45050 2.84478
H -0.36622 -0.04918 3.93580
H 1.07764 -0.51571 3.00211
H -2.59434 1.34867 2.79167
H -2.83701 -0.16147 1.88397
H -2.81980 1.38558 1.03037
H 1.23209 2.22794 1.89926
H -0.09145 2.62319 2.97231
H 0.17515 4.27063 1.02323
H -1.43409 3.59486 1.17033
H -0.64403 5.05181 -1.55286
H -2.21899 4.22348 -1.41307
H -1.17413 3.90675 -2.81131
H 1.82563 3.85727 -1.07967
H 1.53264 2.66233 -2.35395
H 2.03320 2.15153 -0.72105
Br -3.67342 -3.09424 -1.07644
C -1.83162 -3.28547 -1.05123
C -1.23954 -4.56267 -1.12691
C 0.12142 -4.71189 -1.11658
Br 0.85448 -6.41265 -1.22152
C 0.97786 -3.56428 -1.02838
C 2.37719 -3.58772 -1.05867
C 3.11070 -2.40427 -1.00323
C 2.45687 -1.20219 -0.90692
N 1.10136 -1.11795 -0.86295
C 0.36251 -2.30733 -0.93957
C -1.02348 -2.18115 -0.95888
O -1.48207 -0.86286 -0.89644
H -1.87857 -5.43254 -1.20092
H 2.89278 -4.53812 -1.13823
H 4.19137 -2.41937 -1.04006
H 3.01133 -0.27446 -0.86186
*
```

***

(7)
DFT (ωB97M-V with the def2-TZVPD basis set) results for one molecule with the formula C4H7NO2.

## Properties
Energy above the lowest of the compared OMol25 structures with the same formula, charge and spin (kcal/mol): 49.3
LUMO level (eV): 0.37
Kohn-Sham gap (Eh): 0.3810
SMILES: [H]/N=C(\C)OCC=O

The geometry in ORCA input format:
```
! RIJCOSX wB97M-V def2-TZVPD def2/J DEFGRID3
* xyz 0 1
H 1.35590 2.50826 -0.90261
N 0.70980 2.35621 -0.13241
C 0.21085 1.19686 -0.20868
C 0.52155 0.15551 -1.26193
O -0.71343 0.90656 0.74993
C -1.10673 -0.40404 1.10840
C -0.08852 -1.51721 0.86509
O 0.95777 -1.58497 1.45911
H 1.03761 0.62675 -2.10012
H 1.19090 -0.61517 -0.86998
H -0.38634 -0.32449 -1.64470
H -1.25316 -0.36452 2.19332
H -2.06396 -0.66021 0.63603
H -0.37225 -2.27953 0.10854
*
```

***

(8)
DFT (ωB97M-V with the def2-TZVPD basis set) results for a 2-piece molecular cluster, C5H7N overall.

## Properties
Energy above the lowest of the compared OMol25 structures with the same formula, charge and spin (kcal/mol): 128.4
LUMO level (spin up / spin down) (eV): -0.75 / -0.39
Kohn-Sham gap (spin up / spin down) (Eh): 0.2964 / 0.2944

The geometry in ORCA input format:
```
! RIJCOSX wB97M-V def2-TZVPD def2/J DEFGRID3
* xyz 0 1
N -2.21106 -2.07928 0.06894
C -1.32117 -1.49536 -0.38179
C -0.18341 -0.79947 -0.98974
C 0.68627 -0.10262 0.03876
C -0.83828 0.59035 1.37134
C 1.35337 1.04311 -0.28371
H -0.55272 -0.07134 -1.72059
H 0.40571 -1.53642 -1.55433
H 1.14395 -0.75781 0.77747
H -0.50559 0.66747 2.43163
H -1.32811 1.57243 1.17985
H 1.10538 1.60493 -1.18478
H 2.24565 1.36401 0.24695
*
```